# 1
The following is a quantum chemistry calculation of a 12-piece molecular cluster, C42H112N4O16 overall in a non-equilibrium geometry, from OMol25.

Cartesian coordinates (Å):
C1 3.094 4.155 -3.347
C2 3.410 5.473 -2.541
O1 3.477 5.074 -1.220
H1 3.047 4.366 -4.415
H2 2.253 3.541 -3.024
H3 3.950 3.492 -3.216
H4 2.612 6.194 -2.718
H5 4.349 5.959 -2.808
H6 3.383 5.850 -0.662
C3 8.944 4.492 1.419
C4 10.251 4.530 2.208
O2 10.676 5.813 2.664
H7 8.612 3.540 1.004
H8 9.026 5.136 0.544
H9 8.090 4.869 1.981
H10 10.990 4.112 1.524
H11 10.025 3.908 3.075
H12 11.612 5.662 2.813
C5 11.004 5.233 -1.574
C6 10.836 6.648 -1.078
O3 11.875 7.384 -1.595
H13 10.123 4.590 -1.583
H14 11.806 4.786 -0.986
H15 11.399 5.267 -2.589
H16 10.750 6.788 -0.001
H17 9.884 7.036 -1.442
H18 12.703 7.213 -1.140
C7 3.936 4.067 2.802
C8 5.103 4.194 1.895
O4 4.945 3.188 0.953
H19 3.036 4.342 2.252
H20 4.048 4.605 3.744
H21 3.843 3.040 3.155
H22 6.015 4.036 2.471
H23 5.212 5.165 1.412
H24 4.609 3.553 0.132
C9 7.163 11.644 1.768
C10 5.831 11.494 2.508
O5 4.839 11.202 1.532
H25 7.042 12.389 0.981
H26 7.459 10.747 1.225
H27 7.933 11.927 2.486
H28 5.632 12.452 2.988
H29 5.870 10.687 3.240
H30 5.210 10.499 0.994
C11 1.943 8.913 -3.764
C12 2.667 10.311 -3.559
O6 3.973 10.077 -3.028
H31 2.293 8.088 -3.143
H32 2.164 8.614 -4.788
H33 0.868 9.051 -3.643
H34 2.054 10.947 -2.920
H35 2.899 10.834 -4.487
H36 4.521 10.854 -3.157
C13 15.280 9.345 3.867
O7 14.450 9.339 2.706
C14 13.199 8.629 2.795
C15 12.349 8.729 1.530
N1 11.945 10.107 1.182
C16 10.923 10.178 0.121
C17 10.812 11.658 -0.335
O8 9.965 11.667 -1.503
C18 9.678 13.021 -1.973
H37 14.671 9.797 4.649
H38 16.142 9.993 3.714
H39 15.674 8.367 4.145
H40 12.503 8.987 3.555
H41 13.426 7.589 3.030
H42 11.496 8.060 1.641
H43 12.922 8.357 0.681
H44 12.810 10.518 0.862
H45 9.981 9.726 0.430
H46 11.248 9.586 -0.735
H47 11.794 12.099 -0.508
H48 10.333 12.301 0.403
H49 10.540 13.462 -2.473
H50 9.256 13.584 -1.140
H51 8.942 12.998 -2.776
C19 3.551 2.598 -8.471
O9 4.781 2.544 -7.753
C20 5.894 3.128 -8.449
C21 7.151 2.932 -7.570
N2 7.076 3.739 -6.383
C22 8.243 3.492 -5.485
C23 8.113 4.305 -4.157
O10 7.110 3.654 -3.359
C24 6.887 4.347 -2.089
H52 3.235 3.618 -8.691
H53 2.778 2.107 -7.879
H54 3.650 2.096 -9.434
H55 5.816 4.202 -8.619
H56 6.043 2.695 -9.438
H57 7.961 3.387 -8.141
H58 7.332 1.887 -7.321
H59 6.220 3.611 -5.863
H60 9.131 3.802 -6.035
H61 8.335 2.424 -5.288
H62 8.010 5.369 -4.368
H63 9.004 4.174 -3.542
H64 7.608 4.056 -1.325
H65 5.882 4.057 -1.783
H66 6.900 5.437 -2.127
C25 3.946 13.208 -7.129
O11 4.499 13.439 -5.850
C26 5.600 12.541 -5.540
C27 6.297 12.839 -4.235
N3 5.417 12.651 -3.068
C28 5.971 13.108 -1.823
C29 6.277 14.626 -1.762
O12 6.811 14.959 -0.422
C30 5.759 15.085 0.596
H67 3.499 12.238 -7.346
H68 4.625 13.364 -7.967
H69 3.121 13.907 -7.271
H70 6.292 12.731 -6.360
H71 5.255 11.507 -5.559
H72 6.616 13.873 -4.369
H73 7.152 12.163 -4.250
H74 4.669 13.314 -3.213
H75 6.885 12.532 -1.675
H76 5.263 12.935 -1.012
H77 5.378 15.211 -1.958
H78 6.988 14.956 -2.519
H79 5.305 14.109 0.771
H80 4.900 15.667 0.263
H81 6.242 15.503 1.479
C31 4.720 7.769 3.617
O13 5.843 7.018 4.154
C32 7.068 7.754 4.126
C33 8.091 6.814 4.739
N4 7.943 6.890 6.194
C34 8.674 5.784 6.827
C35 8.378 5.870 8.306
O14 7.081 5.297 8.494
C36 6.559 5.397 9.831
H82 4.668 7.932 2.541
H83 4.715 8.776 4.034
H84 3.794 7.323 3.982
H85 6.847 8.656 4.696
H86 7.383 8.103 3.143
H87 9.116 7.047 4.451
H88 7.802 5.845 4.334
H89 6.960 6.826 6.415
H90 9.749 5.806 6.648
H91 8.268 4.809 6.558
H92 8.364 6.895 8.676
H93 9.136 5.394 8.928
H94 5.630 4.832 9.751
H95 6.302 6.440 10.019
H96 7.119 4.928 10.640
C37 7.243 9.144 -2.001
C38 6.325 8.221 -1.137
C39 7.062 7.578 0.033
O15 5.151 8.972 -0.681
H97 7.868 8.616 -2.721
H98 7.933 9.664 -1.336
H99 6.662 9.931 -2.483
H100 5.864 7.491 -1.803
H101 6.437 7.020 0.730
H102 7.580 8.345 0.608
H103 7.849 6.953 -0.390
H104 4.863 9.522 -1.413
C40 1.266 6.795 1.152
C41 2.046 7.716 0.231
C42 1.862 9.176 0.681
O16 3.365 7.346 0.315
H105 0.199 7.008 1.080
H106 1.616 6.864 2.182
H107 1.279 5.740 0.877
H108 1.641 7.597 -0.774
H109 2.432 9.864 0.057
H110 2.159 9.439 1.696
H111 0.817 9.454 0.545
H112 3.907 8.112 0.110

## Properties
E = -3089.95215 Eh
spin multiplicity = 2
total charge = -1
Kohn-Sham gap (alpha / beta) = 1.14 / 7.91 eV
highest occupied orbital energy (alpha / beta) = 0.6 / -6.2 eV
molecular weight = 929.37 g/mol

***

# 2
The following is a quantum chemistry calculation of a 14-piece molecular cluster, C42H112O14 overall in a non-equilibrium geometry, from OMol25.

Cartesian coordinates (Å):
C1 -1.478 -0.195 -0.874
C2 0.087 -0.192 -0.674
C3 0.555 1.090 0.041
O1 0.585 -1.325 -0.012
H1 -1.974 -0.372 0.081
H2 -1.785 -0.971 -1.574
H3 -1.795 0.736 -1.343
H4 0.629 -0.283 -1.615
H5 1.593 1.021 0.367
H6 -0.023 1.385 0.917
H7 0.447 1.935 -0.639
H8 -0.012 -1.611 0.683
C4 4.969 -3.043 0.526
C5 4.100 -1.761 0.469
C6 5.021 -0.535 0.411
O2 3.412 -1.755 -0.721
H9 5.635 -2.942 1.383
H10 5.608 -3.233 -0.336
H11 4.422 -3.954 0.771
H12 3.431 -1.753 1.329
H13 5.534 -0.350 1.354
H14 4.447 0.367 0.199
H15 5.805 -0.651 -0.337
H16 2.502 -1.519 -0.527
C7 -1.977 -5.802 -0.437
C8 -1.560 -4.537 -1.234
C9 -0.211 -4.781 -1.806
O3 -2.496 -4.324 -2.248
H17 -2.120 -6.711 -1.022
H18 -2.945 -5.689 0.051
H19 -1.233 -5.987 0.337
H20 -1.560 -3.716 -0.517
H21 -0.212 -5.500 -2.625
H22 0.447 -5.117 -1.004
H23 0.302 -3.879 -2.138
H24 -2.317 -3.531 -2.759
C10 4.348 -3.547 -4.469
C11 3.532 -2.230 -4.368
C12 2.222 -2.427 -3.752
O4 4.239 -1.343 -3.476
H25 5.429 -3.405 -4.470
H26 4.034 -4.136 -5.330
H27 4.228 -4.123 -3.551
H28 3.483 -1.784 -5.361
H29 1.618 -1.525 -3.845
H30 2.231 -2.852 -2.748
H31 1.753 -3.118 -4.452
H32 3.842 -1.510 -2.619
C13 -5.238 0.659 1.655
C14 -6.711 0.217 1.813
C15 -6.995 -0.912 2.853
O5 -7.667 1.192 2.079
H33 -4.724 0.843 2.598
H34 -5.204 1.631 1.164
H35 -4.645 -0.002 1.023
H36 -7.023 -0.164 0.840
H37 -6.634 -0.612 3.837
H38 -6.431 -1.818 2.634
H39 -8.041 -1.206 2.938
H40 -7.618 1.610 2.942
C16 2.038 -0.018 4.735
C17 0.575 -0.559 4.911
C18 -0.021 -0.147 6.249
O6 -0.184 0.058 3.890
H41 2.421 -0.254 3.742
H42 2.648 -0.431 5.538
H43 2.060 1.069 4.812
H44 0.679 -1.627 4.721
H45 0.459 -0.539 7.146
H46 -1.044 -0.523 6.288
H47 -0.036 0.943 6.262
H48 -0.488 -0.668 3.340
C19 -1.316 -0.783 -5.278
C20 -2.238 -1.963 -5.171
C21 -1.573 -3.334 -5.442
O7 -2.679 -2.064 -3.820
H49 -1.027 -0.680 -6.324
H50 -0.418 -0.906 -4.673
H51 -1.707 0.160 -4.895
H52 -3.069 -1.872 -5.870
H53 -0.751 -3.574 -4.768
H54 -1.096 -3.470 -6.413
H55 -2.285 -4.151 -5.324
H56 -3.388 -1.427 -3.707
C22 1.375 1.357 -3.773
C23 1.318 2.875 -3.528
C24 2.685 3.503 -3.185
O8 0.895 3.513 -4.726
H57 1.875 1.072 -4.699
H58 0.351 1.005 -3.893
H59 1.829 0.879 -2.905
H60 0.598 3.182 -2.768
H61 2.960 3.214 -2.171
H62 2.688 4.592 -3.145
H63 3.439 3.113 -3.869
H64 0.267 4.201 -4.494
C25 -1.964 2.848 2.267
C26 -1.914 3.212 3.767
C27 -2.926 2.466 4.636
O9 -0.619 2.850 4.178
H65 -1.083 3.192 1.724
H66 -2.864 3.280 1.830
H67 -1.968 1.770 2.106
H68 -1.964 4.296 3.875
H69 -3.920 2.769 4.307
H70 -2.831 2.677 5.701
H71 -2.772 1.398 4.482
H72 -0.569 1.895 4.098
C28 0.822 -6.499 2.706
C29 0.614 -4.981 3.021
C30 1.441 -4.123 1.982
O10 -0.798 -4.628 2.904
H73 0.504 -7.074 3.576
H74 1.867 -6.760 2.536
H75 0.290 -6.884 1.835
H76 1.004 -4.779 4.019
H77 2.476 -4.427 1.822
H78 1.420 -3.098 2.352
H79 0.903 -4.149 1.035
H80 -1.293 -5.395 3.201
C31 -2.479 4.746 -6.079
C32 -2.321 4.669 -4.573
C33 -2.436 3.267 -3.983
O11 -1.130 5.199 -4.288
H81 -3.403 4.243 -6.361
H82 -1.688 4.282 -6.669
H83 -2.451 5.793 -6.381
H84 -2.989 5.349 -4.044
H85 -2.269 3.214 -2.908
H86 -1.600 2.678 -4.363
H87 -3.332 2.794 -4.384
H88 -1.129 6.083 -4.662
C34 1.074 4.747 -0.233
C35 1.946 5.888 0.352
C36 1.161 7.164 0.472
O12 2.549 5.557 1.550
H89 1.589 3.802 -0.405
H90 0.627 5.126 -1.152
H91 0.246 4.514 0.436
H92 2.796 6.086 -0.301
H93 0.866 7.453 -0.537
H94 1.726 7.982 0.919
H95 0.262 7.004 1.068
H96 1.952 5.654 2.296
C37 5.185 4.113 2.942
C38 4.702 3.007 1.960
C39 3.470 2.229 2.532
O13 4.351 3.606 0.747
H97 5.329 3.686 3.934
H98 4.472 4.936 2.990
H99 6.145 4.489 2.587
H100 5.543 2.332 1.797
H101 3.279 1.336 1.939
H102 2.516 2.747 2.625
H103 3.790 1.909 3.524
H104 3.672 4.241 0.987
C40 -3.427 -2.738 1.616
C41 -2.556 -1.836 2.520
C42 -2.845 -2.029 3.981
O14 -1.203 -2.105 2.263
H105 -3.227 -2.440 0.587
H106 -4.486 -2.552 1.795
H107 -3.197 -3.797 1.729
H108 -2.798 -0.792 2.324
H109 -2.734 -3.072 4.278
H110 -3.866 -1.677 4.131
H111 -2.234 -1.462 4.683
H112 -1.007 -2.983 2.597

## Properties
E = -2720.68915 Eh
energy above the lowest of the compared OMol25 structures with the same formula, charge and spin = 0.00 kJ/mol
spin multiplicity = 2
total charge = -1
Kohn-Sham gap (alpha / beta) = 1.21 / 9.27 eV
highest occupied orbital energy (alpha / beta) = 0.5 / -7.7 eV
molecular weight = 841.34 g/mol

***

> spin multiplicity of number 2 (C42H112O14)?

2